Run one
Computed, not measured: a molecular structure, C5H13N2, with the ωB97M-V functional and the def2-TZVPD basis.

Calculated values
frontier orbital gap	7.65	eV
total charge	+1
spin multiplicity	1

Structure (XYZ):
```
20
Properties=species:S:1:pos:R:3:mulliken_charge:R:1
C 2.71 -0.50 -0.07 -1.14
C 1.52 0.44 -0.34 -0.30
C 0.58 0.64 0.83 -0.78
C -0.45 -0.66 1.04 0.41
C -1.25 0.01 0.36 -0.31
N -3.63 0.89 -2.22 -0.66
N -0.34 -1.54 2.03 -0.41
H 2.44 -1.54 -0.27 0.32
H 2.97 -0.40 0.98 0.30
H 3.55 -0.22 -0.69 0.35
H 1.88 1.43 -0.66 0.39
H 1.01 0.13 -1.26 0.33
H 0.22 1.66 0.91 0.43
H 1.10 0.42 1.76 0.43
H -1.58 0.81 -0.25 0.39
H -3.08 1.70 -1.96 0.25
H -3.39 0.64 -3.17 0.24
H -3.52 0.13 -1.57 0.24
H -1.22 -1.99 2.25 0.26
H 0.48 -2.05 2.31 0.25
```

Run two
Computed, not measured: a gas-phase ion, C5H13N2 (charge +1), with the ωB97M-V functional and the def2-TZVPD basis.

Calculated values
frontier orbital gap	7.90	eV
total charge	+1
spin multiplicity	1

Structure (XYZ):
```
20
Properties=species:S:1:pos:R:3:mulliken_charge:R:1
C -1.85 1.68 -1.04 -1.41
C -1.30 0.32 -0.40 0.63
N -2.09 -0.54 0.33 -0.41
C -0.20 0.80 0.75 -0.98
C 1.26 0.38 0.44 -0.22
C 1.38 -0.86 0.01 -0.40
N 2.76 -1.57 -0.04 -0.36
H -1.87 2.45 -0.26 0.34
H -2.86 1.63 -1.46 0.37
H -1.23 2.02 -1.86 0.36
H -1.00 -0.25 -1.32 0.20
H -1.72 -0.71 1.19 0.08
H -3.02 -0.82 -0.03 0.21
H -0.36 0.19 1.64 0.34
H -0.32 1.95 0.94 0.34
H 2.04 1.05 0.72 0.40
H 0.47 -1.50 0.01 0.31
H 2.84 -2.57 -0.40 0.39
H 3.20 -1.61 0.90 0.39
H 3.40 -0.91 -0.59 0.43
```

Run three
Computed, not measured: 2 unconnected molecules or ions with the total composition C5H13N2, with the ωB97M-V functional and the def2-TZVPD basis.

Calculated values
frontier orbital gap	7.96	eV
total charge	+1
spin multiplicity	1

Structure (XYZ):
```
20
Properties=species:S:1:pos:R:3:mulliken_charge:R:1
C -2.83 0.55 -0.89 -1.31
C -1.68 0.81 0.02 0.89
C -0.61 0.09 0.39 -0.96
N -1.68 2.21 0.57 -0.31
H -2.77 -0.43 -1.31 0.37
H -3.82 0.66 -0.31 0.35
H -2.84 1.32 -1.72 0.35
H 0.09 0.55 1.08 0.23
H -0.37 -0.88 -0.03 0.30
H -2.63 2.59 0.55 0.38
H -1.09 2.81 0.02 0.34
H -1.35 2.23 1.52 0.36
C 2.34 -2.59 -0.41 -0.72
C 2.45 -1.51 0.38 -0.01
N 2.27 -0.15 0.00 -0.52
H 2.17 -2.49 -1.48 0.22
H 2.48 -3.59 -0.02 0.26
H 2.67 -1.70 1.42 0.30
H 2.32 -0.04 -1.03 0.22
H 2.97 0.44 0.37 0.24
```

Relative energies, unit hartree: run one 0.0998; run two 0.0429; run three 0.0000

Run one
Computed, not measured: a gas-phase ion, C5H13N2 (charge +1), with the ωB97M-V functional and the def2-TZVPD basis.

Calculated values
frontier orbital gap	10.26	eV
total charge	+1
spin multiplicity	1

Structure (XYZ):
```
20
Properties=species:S:1:pos:R:3:mulliken_charge:R:1
C 2.29 -0.72 0.85 -1.10
C 1.26 -0.64 0.01 0.63
N 1.46 -0.12 -1.34 -0.55
C -0.15 -0.70 0.46 -1.01
C -0.98 0.57 0.47 0.01
C -2.43 0.30 0.94 -1.24
N -0.97 1.05 -0.98 -0.26
H 2.18 -0.94 1.90 0.29
H 3.28 -0.59 0.43 0.25
H 2.41 0.22 -1.39 0.22
H 1.30 -0.90 -1.98 0.27
H -0.16 -1.22 1.41 0.55
H -0.73 -1.36 -0.20 0.35
H -0.44 1.40 0.98 0.36
H -2.81 -0.49 0.30 0.37
H -3.14 1.11 0.93 0.40
H -2.19 -0.21 1.90 0.34
H -1.17 2.04 -1.13 0.38
H -0.01 0.85 -1.36 0.38
H -1.72 0.58 -1.49 0.37
```

Run two
Computed, not measured: a gas-phase ion, C5H13N2 (charge +1), with the ωB97M-V functional and the def2-TZVPD basis.

Calculated values
frontier orbital gap	10.36	eV
total charge	+1
spin multiplicity	1

Structure (XYZ):
```
20
Properties=species:S:1:pos:R:3:mulliken_charge:R:1
C 0.69 -1.86 0.17 -1.46
C 0.41 -0.38 -0.06 -0.09
N -0.04 0.22 1.17 -0.11
C 0.88 0.83 2.11 -0.90
C -1.05 1.01 0.43 -0.43
N -0.91 0.05 -0.71 0.10
C -0.84 0.33 -2.16 -0.88
H 1.54 -1.91 0.88 0.35
H 1.04 -2.41 -0.68 0.43
H -0.08 -2.38 0.71 0.42
H 1.13 0.26 -0.57 0.44
H 1.69 1.54 1.71 0.34
H 0.35 1.46 2.77 0.38
H 1.38 0.01 2.68 0.28
H -1.94 0.92 1.17 0.29
H -0.70 2.06 0.41 0.35
H -1.52 -0.77 -0.66 0.43
H -0.01 0.97 -2.47 0.34
H -0.71 -0.76 -2.67 0.32
H -1.77 0.67 -2.48 0.40
```

Run three
Computed, not measured: a molecular structure, C5H13N2, with the ωB97M-V functional and the def2-TZVPD basis.

Calculated values
frontier orbital gap	7.26	eV
total charge	+1
spin multiplicity	1

Structure (XYZ):
```
20
Properties=species:S:1:pos:R:3:mulliken_charge:R:1
C 1.31 -0.76 2.68 -1.15
C 0.25 0.18 2.25 -0.33
C 0.74 0.82 0.73 -0.51
C 0.04 0.08 -0.47 0.38
C -0.88 1.15 -0.41 -0.57
N -2.12 -0.29 -4.06 -0.64
N 0.97 -0.88 -1.18 -0.44
H 1.59 -0.88 3.75 0.32
H 0.75 -1.60 2.49 0.35
H 2.19 -0.69 2.12 0.36
H 0.07 1.10 2.91 0.39
H -0.79 -0.20 1.80 0.36
H 0.02 1.76 1.05 0.20
H 1.88 0.90 0.71 0.51
H -0.98 2.14 -0.98 0.37
H -1.56 0.55 -3.93 0.23
H -3.10 0.04 -4.03 0.25
H -1.57 -0.84 -3.44 0.22
H 1.02 -1.50 -0.26 0.38
H 0.18 -1.08 -1.71 0.33
```

Run four
Computed, not measured: 3 unconnected molecules or ions with the total composition C5H13N2, with the ωB97M-V functional and the def2-TZVPD basis.

Calculated values
frontier orbital gap (spin up / spin down)	4.34 / 4.34	eV
total charge	+1
spin multiplicity	1

Structure (XYZ):
```
20
Properties=species:S:1:pos:R:3:mulliken_charge:R:1
C -0.20 -1.21 1.63 -0.13
C 0.48 1.77 -0.78 -0.50
C -0.94 -1.85 2.44 0.61
C 1.25 -1.52 1.28 -0.90
C -1.70 -2.21 3.56 -1.00
N 0.91 2.43 -1.75 -0.10
N -0.04 1.86 -4.32 -0.86
H -0.57 -0.36 1.01 0.29
H 0.29 2.15 0.23 0.12
H 1.82 -0.72 0.79 0.29
H 1.15 -2.47 0.63 0.28
H 1.65 -1.90 2.17 0.39
H -1.54 -3.19 3.90 0.37
H -2.78 -2.44 3.47 0.36
H -1.45 -1.47 4.27 0.31
H 0.88 2.03 -2.69 0.43
H 1.14 3.47 -1.53 0.25
H -0.17 2.84 -4.72 0.27
H -0.84 1.30 -4.57 0.25
H 0.65 1.50 -5.03 0.27
```

Relative energies, unit hartree: run one 0.0000; run two 0.0771; run three 0.3143; run four 0.2267

Run one
Computed, not measured: a gas-phase ion, C5H13N2 (charge +1), with the ωB97M-V functional and the def2-TZVPD basis.

Calculated values
frontier orbital gap	11.23	eV
total charge	+1
spin multiplicity	1

Structure (XYZ):
```
20
Properties=species:S:1:pos:R:3:mulliken_charge:R:1
N -0.85 -1.11 -2.03 -0.60
C 0.11 -1.15 -0.92 -0.81
C 0.61 0.25 -0.61 -0.03
C 1.34 0.26 0.73 -0.85
C 0.28 0.19 1.81 -0.56
C -0.96 0.88 1.22 -0.60
N -0.65 1.02 -0.29 -0.19
H -1.16 -2.06 -2.20 0.28
H -0.35 -0.88 -2.88 0.22
H 0.98 -1.78 -1.10 0.43
H -0.41 -1.63 -0.09 0.37
H 1.21 0.68 -1.40 0.43
H 1.97 1.14 0.80 0.38
H 2.07 -0.54 0.80 0.39
H 0.53 0.68 2.74 0.38
H 0.05 -0.86 2.01 0.29
H -1.85 0.28 1.26 0.33
H -1.00 1.90 1.54 0.36
H -1.40 0.71 -0.92 0.40
H -0.51 2.01 -0.48 0.38
```

Run two
Computed, not measured: 2 unconnected molecules or ions with the total composition C5H13N2, with the ωB97M-V functional and the def2-TZVPD basis.

Calculated values
frontier orbital gap	5.86	eV
total charge	+1
spin multiplicity	1

Structure (XYZ):
```
20
Properties=species:S:1:pos:R:3:mulliken_charge:R:1
C -2.75 0.09 0.38 -1.20
C -1.91 0.51 -0.83 -0.32
C -0.48 0.24 -0.62 0.12
N 2.76 1.92 -1.29 -0.52
C 1.83 1.00 -0.80 -0.16
C 0.49 1.16 -1.02 -0.38
N 1.08 -3.05 2.32 -0.62
H -3.81 0.27 0.26 0.35
H -2.33 0.43 1.31 0.37
H -2.27 0.06 -1.77 0.34
H -1.99 1.56 -1.15 0.36
H -0.14 -0.78 -0.46 0.41
H 0.73 -2.33 1.72 0.17
H 3.22 2.41 -0.53 0.31
H 3.46 1.37 -1.78 0.31
H 2.14 0.06 -0.34 0.38
H 0.20 2.12 -1.45 0.28
H -2.72 -1.01 0.44 0.34
H 2.06 -2.93 2.52 0.22
H 0.44 -3.10 3.08 0.23
```

Relative energies, unit hartree: run one 0.0000; run two 0.1078

Run one
Computed, not measured: a gas-phase ion, C5H13N2 (charge +1), with the ωB97M-V functional and the def2-TZVPD basis.

Calculated values
frontier orbital gap	7.41	eV
total charge	+1
spin multiplicity	1

Structure (XYZ):
```
20
Properties=species:S:1:pos:R:3:mulliken_charge:R:1
C -0.87 -0.58 -2.02 -1.39
C -1.52 -0.06 -0.69 0.42
N -2.50 0.90 -1.13 -0.54
C -0.41 0.55 0.13 -0.96
C 0.50 -0.33 0.95 -0.40
C 1.38 0.19 1.83 -0.37
N 2.77 -0.40 1.86 -0.29
H -0.44 0.21 -2.65 0.34
H -1.67 -1.04 -2.60 0.37
H -0.17 -1.42 -1.95 0.36
H -1.97 -0.91 -0.18 0.21
H -3.14 0.57 -1.83 0.21
H -2.27 1.87 -1.09 0.18
H -0.67 1.33 0.89 0.49
H 0.22 1.20 -0.49 0.44
H 0.34 -1.40 0.81 0.40
H 1.22 0.96 2.58 0.43
H 2.74 -1.38 2.16 0.36
H 3.36 0.14 2.51 0.35
H 3.10 -0.39 0.90 0.39
```

Run two
Computed, not measured: 2 unconnected molecules or ions with the total composition C5H13N2, with the ωB97M-V functional and the def2-TZVPD basis.

Calculated values
frontier orbital gap	6.93	eV
total charge	+1
spin multiplicity	1

Structure (XYZ):
```
20
Properties=species:S:1:pos:R:3:mulliken_charge:R:1
C 0.19 -1.89 2.78 -1.13
C 0.56 -2.05 1.29 -0.28
C 0.70 -0.76 0.59 -0.25
N -0.03 0.94 -2.56 -0.27
C 0.61 0.38 -1.54 -0.16
C 0.04 -0.40 -0.55 -0.14
N -1.34 3.24 -1.14 -0.53
H 1.09 -1.75 3.37 0.33
H -0.43 -2.69 3.15 0.33
H 1.48 -2.62 1.18 0.34
H -0.24 -2.59 0.77 0.31
H 1.54 -0.14 0.91 0.30
H -0.52 3.82 -1.11 0.19
H -0.94 0.51 -2.78 0.29
H 0.45 0.97 -3.45 0.31
H 1.55 0.88 -1.33 0.34
H -0.91 -0.91 -0.71 0.27
H -0.25 -0.91 2.96 0.37
H -1.31 2.30 -0.78 0.19
H -2.24 3.67 -1.06 0.20
```

Relative energies, unit hartree: run one 0.0318; run two 0.0000